# 1
ORCA calculation (ωB97M-V with the def2-TZVPD basis set) on a structure of composition C10H8Br2F5FeNO2Te.

Cartesian coordinates (Å):
Fe  0.000  0.000  0.000
C  -1.330  -1.117  2.874
C  0.164  -1.037  2.849
C  0.924  -1.402  3.941
C  2.305  -1.300  3.838
C  2.912  -0.835  2.648
C  4.304  -0.707  2.478
Br  5.562  -1.149  3.843
C  4.829  -0.244  1.282
C  3.966  0.098  0.241
Br  4.825  0.725  -1.360
C  2.553  -0.004  0.338
O  1.757  0.309  -0.618
C  2.054  -0.481  1.574
N  0.716  -0.591  1.703
H  -1.701  -1.487  3.835
H  -1.680  -1.795  2.089
H  -1.759  -0.124  2.702
H  0.465  -1.759  4.854
H  2.902  -1.587  4.697
H  5.901  -0.145  1.149
F  -3.253  1.271  -2.744
Te  -2.120  1.957  -1.237
F  -0.987  2.644  0.270
F  -2.993  0.654  0.014
F  -3.527  3.319  -0.799
F  -1.247  3.262  -2.487
O  -0.700  0.583  -1.679
H  -1.567  -0.278  0.557
H  -0.074  1.582  0.580

Results
* calculated total energy: -211436.4226 eV
* <S²>: 6.30
* charge: -2
* 2S+1: 5

# 2
ORCA calculation (ωB97M-V with the def2-TZVPD basis set) on a cluster of 9 separate species, C49H65F9N5O25 in total.

Cartesian coordinates (Å):
C  -0.608  1.820  6.810
C  -0.798  2.383  5.405
C  0.029  1.589  4.354
C  -0.802  0.884  3.281
C  -0.075  0.765  1.920
C  -0.406  -0.535  1.176
C  -0.727  -0.381  -0.321
C  -0.458  -1.684  -1.077
C  0.939  -1.743  -1.682
C  1.243  -3.097  -2.317
C  2.743  -3.318  -2.569
C  3.130  -2.992  -4.015
C  4.590  -2.621  -4.177
C  5.026  -2.319  -5.621
C  5.154  -0.831  -5.945
C  3.899  -0.072  -5.512
N  3.727  1.200  -6.226
C  2.624  1.693  -6.768
N  2.819  2.860  -7.357
C  4.109  3.126  -7.166
N  4.797  4.209  -7.591
C  6.175  4.276  -7.147
C  7.052  3.321  -7.906
O  7.637  2.445  -7.409
F  7.047  3.512  -9.197
C  4.225  5.217  -8.436
C  4.686  6.526  -8.367
C  4.130  7.472  -9.218
N  3.162  7.219  -10.098
C  2.737  5.959  -10.150
C  3.234  4.927  -9.362
N  4.693  2.114  -6.475
H  -1.046  2.444  7.585
H  -1.077  0.841  6.873
H  0.445  1.683  7.050
H  -1.851  2.331  5.146
H  -0.466  3.417  5.375
H  0.606  0.842  4.894
H  0.737  2.268  3.882
H  -1.731  1.427  3.128
H  -1.034  -0.126  3.610
H  0.996  0.819  2.103
H  -0.369  1.612  1.302
H  0.453  -1.203  1.256
H  -1.244  -1.044  1.639
H  -1.782  -0.132  -0.402
H  -0.149  0.449  -0.731
H  -1.214  -1.850  -1.841
H  -0.532  -2.498  -0.358
H  1.653  -1.527  -0.886
H  1.013  -0.962  -2.444
H  0.711  -3.124  -3.269
H  0.817  -3.891  -1.709
H  3.019  -4.342  -2.337
H  3.292  -2.646  -1.911
H  2.906  -3.861  -4.633
H  2.460  -2.200  -4.357
H  5.185  -3.459  -3.820
H  4.858  -1.783  -3.533
H  4.351  -2.774  -6.344
H  5.998  -2.775  -5.791
H  5.250  -0.695  -7.021
H  6.031  -0.417  -5.449
H  3.028  -0.660  -5.778
H  3.873  0.111  -4.443
H  1.691  1.161  -6.726
H  6.569  5.280  -7.227
H  6.251  3.998  -6.101
H  5.443  6.839  -7.669
H  4.493  8.489  -9.173
H  1.955  5.734  -10.860
H  2.855  3.930  -9.480
H  5.646  1.979  -6.168
C  -4.973  -4.123  -0.134
C  -3.485  -4.027  0.116
O  -3.208  -2.681  -0.244
C  -4.343  -1.957  -0.044
O  -4.388  -0.772  -0.019
O  -5.402  -2.775  0.126
F  -2.770  -4.855  -0.690
H  -5.204  -4.386  -1.164
H  -5.476  -4.820  0.530
H  -3.178  -4.186  1.148
C  -3.166  0.765  11.265
C  -2.804  1.387  9.936
O  -2.028  0.365  9.325
C  -2.463  -0.821  9.830
O  -2.224  -1.884  9.353
O  -3.209  -0.628  10.928
F  -2.048  2.500  10.091
H  -2.390  0.940  12.010
H  -4.126  1.099  11.649
H  -3.654  1.626  9.295
C  -1.699  -3.393  6.786
C  -0.395  -4.085  6.462
O  -0.615  -4.552  5.135
C  -1.535  -3.739  4.557
O  -1.780  -3.725  3.393
O  -2.126  -2.960  5.477
F  -0.148  -5.144  7.265
H  -2.430  -4.096  7.185
H  -1.599  -2.555  7.468
H  0.478  -3.431  6.466
C  5.399  1.258  -12.326
C  5.402  2.765  -12.479
O  4.078  3.027  -12.903
C  3.275  2.031  -12.433
O  2.095  2.074  -12.396
O  4.032  0.997  -11.982
F  6.271  3.187  -13.421
H  5.640  0.770  -13.271
H  6.065  0.896  -11.548
H  5.595  3.315  -11.554
C  -3.670  -7.446  -4.893
C  -3.252  -8.037  -3.562
O  -3.863  -7.154  -2.637
C  -4.952  -6.606  -3.236
O  -5.810  -6.017  -2.670
O  -4.925  -6.841  -4.566
F  -1.910  -8.014  -3.388
H  -2.967  -6.676  -5.214
H  -3.793  -8.183  -5.680
H  -3.614  -9.050  -3.381
C  1.823  2.940  9.735
C  3.086  2.545  10.470
O  2.584  1.734  11.517
C  1.409  1.188  11.097
O  0.851  0.287  11.623
O  0.973  1.817  9.979
F  3.733  3.612  10.994
H  1.378  3.837  10.168
H  1.966  3.084  8.667
H  3.793  1.963  9.876
C  -8.386  -1.959  -1.428
C  -8.935  -3.285  -0.956
O  -10.234  -2.935  -0.521
C  -10.632  -1.835  -1.231
O  -11.741  -1.433  -1.287
O  -9.568  -1.285  -1.870
F  -8.218  -3.786  0.078
H  -7.925  -1.402  -0.611
H  -7.676  -2.057  -2.244
H  -9.009  -4.049  -1.732
C  -3.077  6.254  11.849
C  -4.034  5.099  12.044
O  -3.226  4.142  12.701
C  -2.254  4.817  13.390
O  -1.569  4.342  14.225
O  -2.202  6.104  12.970
F  -4.465  4.581  10.864
H  -2.512  6.137  10.923
H  -3.558  7.228  11.866
H  -4.902  5.326  12.666

Results
* calculated total energy: -134957.4787 eV
* charge: +1